P.
DFT (ωB97M-V/def2-TZVPD) results for C2H2ClF3 in the gas phase.

Calculated values
SMILES string ... FCC(F)(F)Cl
M ... 118.48 g/mol

```
! wB97M-V def2-TZVPD RIJCOSX def2/J DEFGRID3
* xyz 0 1
C 1.218 0.005 -0.704
C -0.030 0.419 0.026
H 1.069 -0.460 -1.705
H 1.843 0.906 -0.754
F 1.804 -0.889 0.108
F 0.184 0.603 1.322
F -0.513 1.521 -0.554
Cl -1.372 -0.829 -0.080
*
```

Computed natural (NBO) charges, given in elementary charges: C -0.02; C 0.68; H 0.20; H 0.19; F -0.33; F -0.30; F -0.32; Cl -0.09


Q.
DFT (ωB97M-V/def2-TZVPD) results for 2 unconnected molecules or ions with the total composition C2H2ClF3.

Calculated values
M ... 118.49 g/mol

```
! wB97M-V def2-TZVPD RIJCOSX def2/J DEFGRID3
* xyz 0 1
C -1.161 -0.255 -0.252
C -1.500 3.552 -1.547
F -0.576 -0.037 -1.436
F -0.170 -0.065 0.695
F -0.483 4.202 -1.128
Cl -1.296 3.130 -3.112
H -1.972 0.501 -0.177
H -1.702 -1.164 0.091
*
```

Computed natural (NBO) charges, given in elementary charges: C 0.42; C 0.24; F -0.33; F -0.36; F -0.30; Cl 0.05; H 0.12; H 0.14


R.
DFT (ωB97M-V/def2-TZVPD) results for C2H2ClF3 in the gas phase.

Calculated values
SMILES string ... FCC(F)(F)Cl
M ... 118.48 g/mol

```
! wB97M-V def2-TZVPD RIJCOSX def2/J DEFGRID3
* xyz 0 1
C -0.551 -0.546 -0.029
C 0.530 0.551 0.128
H -0.479 -1.438 0.683
H -0.613 -1.020 -1.075
F -1.878 -0.012 -0.013
F 0.415 1.117 1.320
F 0.380 1.510 -0.973
Cl 2.194 -0.163 -0.041
*
```

Computed natural (NBO) charges, given in elementary charges: C -0.05; C 0.65; H 0.21; H 0.21; F -0.36; F -0.29; F -0.34; Cl -0.04


It comes down to P, which is 0.500 eV more stable than the next structure.


P.
DFT (ωB97M-V/def2-TZVPD) results for 2 unconnected molecules or ions with the total composition C2H6O2.

Calculated values
SMILES string ... CC=O.O
M ... 62.07 g/mol

```
! wB97M-V def2-TZVPD RIJCOSX def2/J DEFGRID3
* xyz 0 1
O -0.898 2.010 -0.497
C -0.315 -1.080 0.130
C 1.009 -0.530 0.567
O 1.464 0.541 0.226
H -0.956 2.186 -1.443
H -0.936 -1.284 1.010
H -0.830 -0.368 -0.516
H 1.595 -1.176 1.252
H -0.157 -2.039 -0.378
H 0.025 1.739 -0.353
*
```

Computed natural (NBO) charges, given in elementary charges: O -0.96; C -0.74; C 0.46; O -0.55; H 0.46; H 0.24; H 0.26; H 0.11; H 0.23; H 0.49


Q.
DFT (ωB97M-V/def2-TZVPD) results for 2 unconnected molecules or ions with the total composition C2H6O2.

Calculated values
SMILES string ... O=CO.C
M ... 62.07 g/mol

```
! wB97M-V def2-TZVPD RIJCOSX def2/J DEFGRID3
* xyz 0 1
C -0.164 -0.474 -1.555
H -0.884 0.299 -1.240
H 0.887 -0.283 -1.335
H -0.364 -0.443 -2.610
H -0.384 -1.572 -1.427
O -1.129 0.155 1.848
C -0.134 0.579 1.326
O 1.255 0.333 1.711
H -0.230 1.452 0.607
H 1.147 -0.047 2.676
*
```

Computed natural (NBO) charges, given in elementary charges: C -0.89; H 0.22; H 0.22; H 0.22; H 0.23; O -0.55; C 0.65; O -0.72; H 0.13; H 0.49


R.
DFT (ωB97M-V/def2-TZVPD) results for C2H6O2 in the gas phase.

Calculated values
SMILES string ... COCO
M ... 62.07 g/mol

```
! wB97M-V def2-TZVPD RIJCOSX def2/J DEFGRID3
* xyz 0 1
C 1.264 0.294 -0.118
C -0.853 -0.627 0.082
H 2.181 0.363 -0.694
H 1.692 -0.026 1.054
H 0.884 1.438 -0.103
H -1.313 -1.662 -0.263
H -0.686 -0.753 0.998
H -1.812 1.162 0.035
O 0.366 -0.598 -0.632
O -1.724 0.409 -0.359
*
```

Computed natural (NBO) charges, given in elementary charges: C -0.25; C 0.25; H 0.20; H 0.14; H 0.16; H 0.16; H 0.13; H 0.47; O -0.53; O -0.72


S.
DFT (ωB97M-V/def2-TZVPD) results for C2H6O2 in the gas phase.

Calculated values
SMILES string ... OCCO
M ... 62.07 g/mol

```
! wB97M-V def2-TZVPD RIJCOSX def2/J DEFGRID3
* xyz 0 1
C -0.687 0.633 -0.241
C 0.767 0.581 0.205
H -1.223 -0.724 1.103
H -0.816 0.650 -1.331
H -1.192 1.528 0.225
H 0.677 0.672 1.290
H 1.383 1.362 -0.124
H 0.595 -1.184 -0.415
O -1.369 -0.592 0.051
O 1.382 -0.607 -0.118
*
```

Computed natural (NBO) charges, given in elementary charges: C -0.10; C -0.09; H 0.46; H 0.18; H 0.17; H 0.13; H 0.18; H 0.48; O -0.72; O -0.71


It comes down to P, which is 0.574 eV more stable than the next structure.


P.
DFT (ωB97M-V/def2-TZVPD) results for a molecular structure, C17H31CuF5P2.

Calculated values
M ... 455.92 g/mol

```
! wB97M-V def2-TZVPD RIJCOSX def2/J DEFGRID3
* xyz 0 2
P -2.012 1.656 -0.883
P 1.676 1.871 1.732
C -0.181 1.278 -0.914
C 1.126 1.484 -0.107
H 0.004 1.705 -1.915
H -0.323 0.210 -1.054
H 1.512 0.480 0.011
H 1.777 1.915 -0.883
C 3.243 2.470 1.143
H 3.507 3.078 2.025
H 2.943 3.115 0.304
H 3.905 1.641 0.880
C 2.203 0.297 2.720
H 2.876 -0.418 2.220
H 1.373 -0.252 3.196
H 2.733 0.832 3.532
C -2.143 2.259 -2.604
H -2.884 3.063 -2.625
H -2.426 1.505 -3.357
H -1.201 2.700 -2.962
C -3.232 0.269 -0.877
H -3.295 -0.305 0.047
H -3.193 -0.484 -1.688
H -4.252 0.673 -1.010
Cu -0.534 -1.677 0.681
C 1.273 -2.282 0.258
C 2.159 -1.311 -0.220
C 2.488 -1.233 -1.685
C 1.384 -1.609 -2.670
C 0.006 -1.226 -2.251
C -0.834 -1.965 -1.419
C -0.442 -3.439 -1.224
C 0.944 -3.514 -0.602
C -1.803 2.393 0.774
H 0.962 -2.334 1.336
H 2.905 -0.780 0.412
H 3.376 -1.836 -1.893
H 2.847 -0.228 -1.943
H 1.581 -1.107 -3.617
H 1.480 -2.648 -2.979
H -0.340 -0.354 -2.827
H -1.885 -1.681 -1.196
H -0.476 -3.977 -2.156
H -1.177 -3.908 -0.581
H 1.019 -4.400 0.004
H 1.664 -3.643 -1.402
H -1.427 1.552 1.332
H -2.715 2.863 1.120
H -1.009 3.116 0.638
F -1.819 -1.207 3.373
C -2.087 0.030 2.848
F -3.316 0.023 2.231
C -2.009 1.115 3.914
F -3.043 0.896 4.749
F -0.804 0.896 4.548
F -2.105 2.434 3.515
*
```

Computed natural (NBO) charges, given in elementary charges: P 1.47; P 0.79; C -0.76; C -0.75; H 0.21; H 0.30; H 0.27; H 0.22; C -0.97; H 0.24; H 0.24; H 0.22; C -0.92; H 0.21; H 0.26; H 0.23; C -0.95; H 0.25; H 0.27; H 0.25; C -0.99; H 0.30; H 0.26; H 0.26; Cu 0.62; C -0.40; C -0.24; C -0.44; C -0.46; C -0.28; C -0.49; C -0.44; C -0.45; C -0.91; H 0.19; H 0.21; H 0.21; H 0.21; H 0.21; H 0.20; H 0.18; H 0.22; H 0.20; H 0.21; H 0.22; H 0.21; H 0.29; H 0.24; H 0.25; F -0.38; C 0.19; F -0.41; C 0.88; F -0.34; F -0.33; F -0.34


Q.
DFT (ωB97M-V/def2-TZVPD) results for a molecular structure, C17H31CuF5P2.

Calculated values
M ... 455.92 g/mol

```
! wB97M-V def2-TZVPD RIJCOSX def2/J DEFGRID3
* xyz 0 2
P 2.747 0.950 0.257
P 1.069 -1.572 -2.621
C 1.080 0.868 -0.518
C 0.460 -0.089 -1.532
H 0.930 1.869 -0.933
H 0.435 0.850 0.382
H -0.342 -0.602 -0.972
H -0.079 0.563 -2.268
C 0.144 -1.030 -4.128
H 0.283 -1.771 -4.929
H 0.565 -0.073 -4.472
H -0.943 -0.915 -3.960
C -0.345 -2.622 -2.049
H -1.292 -2.072 -2.036
H -0.158 -2.991 -1.043
H -0.476 -3.478 -2.712
C 3.303 2.658 0.221
H 4.392 2.635 0.373
H 2.848 3.251 1.036
H 3.072 3.164 -0.730
C 2.315 0.711 2.004
H 1.867 -0.269 2.199
H 1.625 1.494 2.350
H 3.248 0.814 2.564
Cu -1.667 0.487 0.804
C -3.333 -0.360 0.586
C -2.959 0.277 -0.618
C -3.029 1.747 -0.884
C -2.631 2.756 0.257
C -1.519 2.366 1.151
C -1.661 1.623 2.336
C -2.930 0.991 2.850
C -3.874 0.280 1.834
C 3.632 -0.376 -0.518
H -3.445 -1.447 0.590
H -2.753 -0.339 -1.502
H -4.049 1.995 -1.186
H -2.397 1.954 -1.760
H -2.266 3.643 -0.265
H -3.524 3.060 0.809
H -0.560 2.844 0.957
H -0.857 1.600 3.078
H -3.547 1.729 3.384
H -2.643 0.252 3.617
H -4.294 -0.546 2.426
H -4.689 0.973 1.608
H 3.103 -1.307 -0.347
H 4.626 -0.447 -0.071
H 3.685 -0.229 -1.605
F 0.825 -3.354 1.772
C 1.991 -2.962 1.235
F 2.779 -2.480 2.231
C 2.651 -4.013 0.387
F 3.005 -5.064 1.153
F 1.802 -4.468 -0.581
F 3.781 -3.530 -0.210
*
```

Computed natural (NBO) charges, given in elementary charges: P 1.57; P 0.80; C -0.74; C -0.71; H 0.23; H 0.23; H 0.23; H 0.22; C -0.94; H 0.24; H 0.22; H 0.21; C -0.93; H 0.20; H 0.26; H 0.23; C -0.97; H 0.26; H 0.27; H 0.26; C -0.96; H 0.31; H 0.25; H 0.25; Cu 0.93; C -0.41; C -0.41; C -0.44; C -0.45; C -0.47; C -0.42; C -0.44; C -0.46; C -1.02; H 0.24; H 0.23; H 0.20; H 0.21; H 0.22; H 0.21; H 0.21; H 0.22; H 0.20; H 0.22; H 0.23; H 0.21; H 0.32; H 0.26; H 0.27; F -0.38; C 0.11; F -0.40; C 0.87; F -0.35; F -0.34; F -0.35


R.
DFT (ωB97M-V/def2-TZVPD) results for a molecular structure, C17H31CuF5P2.

Calculated values
M ... 455.92 g/mol

```
! wB97M-V def2-TZVPD RIJCOSX def2/J DEFGRID3
* xyz 0 2
P 0.908 2.480 -0.752
P -1.199 -0.879 -2.498
C 0.314 1.975 -2.526
C -0.361 0.774 -3.148
H 1.281 2.088 -3.046
H -0.253 2.927 -2.683
H -1.343 1.079 -3.681
H 0.328 0.546 -3.982
C -0.504 -1.747 -3.948
H -0.690 -2.743 -3.599
H 0.526 -1.399 -3.922
H -1.044 -1.459 -4.853
C -3.101 -0.886 -2.832
H -3.406 -0.530 -3.830
H -3.639 -0.363 -2.008
H -3.188 -1.968 -2.745
C 2.583 3.317 -1.397
H 3.282 3.213 -0.552
H 2.641 4.405 -1.723
H 2.942 2.708 -2.252
C 0.112 4.209 -0.143
H -0.921 3.987 0.210
H 0.021 5.125 -0.769
H 0.642 4.586 0.738
Cu -2.222 2.415 -1.570
C -3.132 2.634 -4.170
C -2.262 1.895 -4.806
C -1.303 2.496 -5.803
C -0.722 3.953 -5.415
C -0.528 4.186 -3.973
C -1.428 4.638 -3.071
C -2.685 5.132 -3.608
C -3.435 4.019 -4.538
C 0.483 0.940 -0.089
H -3.766 2.277 -3.379
H -2.235 0.810 -4.887
H -1.813 2.524 -6.814
H -0.415 1.874 -6.030
H 0.273 4.035 -5.953
H -1.367 4.690 -5.928
H 0.513 3.996 -3.773
H -1.208 4.849 -2.051
H -2.528 6.073 -4.224
H -3.429 5.436 -2.868
H -4.545 4.205 -4.460
H -3.132 4.258 -5.562
H -0.653 0.600 -0.128
H 0.840 1.068 0.966
H 1.078 0.260 -0.738
F -3.716 1.702 0.492
C -2.419 1.389 0.653
F -1.893 2.346 1.525
C -2.354 -0.002 1.405
F -2.950 0.154 2.640
F -3.094 -0.894 0.694
F -1.148 -0.536 1.714
*
```

Computed natural (NBO) charges, given in elementary charges: P 1.41; P 0.76; C -0.78; C -0.78; H 0.20; H 0.31; H 0.29; H 0.22; C -0.94; H 0.23; H 0.23; H 0.22; C -0.91; H 0.21; H 0.25; H 0.23; C -0.88; H 0.23; H 0.27; H 0.23; C -0.91; H 0.28; H 0.25; H 0.24; Cu 0.25; C -0.24; C -0.24; C -0.44; C -0.44; C -0.26; C -0.29; C -0.43; C -0.44; C -1.07; H 0.21; H 0.22; H 0.22; H 0.21; H 0.21; H 0.21; H 0.20; H 0.21; H 0.20; H 0.22; H 0.22; H 0.20; H 0.34; H 0.25; H 0.27; F -0.37; C 0.19; F -0.41; C 0.88; F -0.35; F -0.33; F -0.33


It comes down to Q, which is 3.234 eV more stable than the next structure.


P.
DFT (ωB97M-V/def2-TZVPD) results for C4H9NO2S in the gas phase.

Calculated values
SMILES string ... N[C@H](CCS)C(=O)O
M ... 135.19 g/mol

```
! wB97M-V def2-TZVPD RIJCOSX def2/J DEFGRID3
* xyz 0 1
O 0.504 -0.696 -2.639
C 0.301 -1.141 -1.544
O 0.699 -2.388 -1.178
C -0.386 -0.399 -0.428
C 0.661 0.584 0.114
C 0.321 1.191 1.458
S 0.580 -0.053 2.786
N -1.545 0.252 -0.995
H 0.602 -3.033 -1.904
H -0.663 -1.073 0.371
H 1.620 0.058 0.200
H 0.847 1.391 -0.601
H 0.961 2.035 1.698
H -0.664 1.627 1.593
H -0.556 0.109 3.476
H -1.902 1.016 -0.443
H -1.383 0.522 -1.965
*
```

Computed natural (NBO) charges, given in elementary charges: O -0.58; C 0.81; O -0.71; C -0.17; C -0.42; C -0.51; S -0.06; N -0.84; H 0.50; H 0.22; H 0.22; H 0.22; H 0.22; H 0.22; H 0.13; H 0.36; H 0.38


Q.
DFT (ωB97M-V/def2-TZVPD) results for C4H9NO2S in the gas phase.

Calculated values
SMILES string ... O=C(CCS)NCO
M ... 135.19 g/mol

```
! wB97M-V def2-TZVPD RIJCOSX def2/J DEFGRID3
* xyz 0 1
O 1.337 1.546 -0.682
C 0.638 0.702 -0.096
N 1.280 0.270 1.004
C 1.012 -1.077 1.449
O 2.089 -1.950 1.107
C -0.784 0.380 -0.317
C -1.529 1.047 -1.400
S -3.058 0.402 -2.005
H 2.365 0.558 0.993
H 0.117 -1.427 1.024
H 0.964 -1.110 2.566
H 2.979 -1.725 1.550
H -1.259 0.612 0.676
H -0.653 -0.683 -0.621
H -1.718 2.136 -1.138
H -0.772 1.273 -2.179
H -3.007 -0.955 -1.932
*
```

Computed natural (NBO) charges, given in elementary charges: O -0.63; C 0.67; N -0.62; C 0.09; O -0.74; C -0.52; C -0.57; S -0.01; H 0.42; H 0.18; H 0.15; H 0.48; H 0.25; H 0.23; H 0.24; H 0.24; H 0.13


R.
DFT (ωB97M-V/def2-TZVPD) results for C4H9NO2S in the gas phase.

Calculated values
M ... 135.19 g/mol

```
! wB97M-V def2-TZVPD RIJCOSX def2/J DEFGRID3
* xyz 0 1
C 1.298 -1.529 -0.111
C 1.479 0.037 -0.263
C 0.153 -1.590 0.902
C -2.040 1.871 0.015
N 0.208 0.581 0.241
O -0.417 1.276 -2.101
O -0.058 -0.233 1.343
S -1.036 0.672 -0.966
H 0.986 -1.957 -1.180
H 2.384 -1.850 0.151
H 2.417 0.369 0.335
H 1.568 0.359 -1.398
H -0.844 -1.760 0.570
H 0.548 -2.196 1.744
H -2.919 2.062 -0.574
H -1.336 2.573 0.477
H -2.390 1.317 0.816
*
```

Computed natural (NBO) charges, given in elementary charges: C -0.48; C -0.27; C -0.13; C -0.83; N -0.37; O -0.96; O -0.38; S 1.38; H 0.22; H 0.23; H 0.21; H 0.25; H 0.20; H 0.21; H 0.24; H 0.25; H 0.23


S.
DFT (ωB97M-V/def2-TZVPD) results for C4H9NO2S in the gas phase.

Calculated values
SMILES string ... CCONC(=O)SC
M ... 135.19 g/mol

```
! wB97M-V def2-TZVPD RIJCOSX def2/J DEFGRID3
* xyz 0 1
C -3.591 -0.096 0.352
C -2.095 -0.701 0.345
C 0.648 0.790 0.036
C 3.027 -0.531 0.284
H -3.673 1.001 0.645
H -4.156 -0.796 0.969
H -3.955 0.033 -0.657
H -1.527 -0.474 1.381
H -1.922 -1.998 0.109
H -0.832 1.816 -0.880
H 3.616 -0.030 -0.538
H 3.643 -1.488 0.263
H 3.316 0.049 1.261
N -0.753 0.985 -0.344
O -1.285 -0.181 -0.713
O 1.491 1.681 0.304
S 1.323 -0.861 -0.186
*
```

Computed natural (NBO) charges, given in elementary charges: C -0.66; C -0.08; C 0.49; C -0.80; H 0.22; H 0.22; H 0.22; H 0.20; H 0.21; H 0.39; H 0.23; H 0.24; H 0.26; N -0.37; O -0.39; O -0.60; S 0.23


It comes down to P, which is 1.497 eV more stable than the next structure.


P.
DFT (ωB97M-V/def2-TZVPD) results for a molecular structure, C4H9NO2S.

Calculated values
M ... 135.19 g/mol

```
! wB97M-V def2-TZVPD RIJCOSX def2/J DEFGRID3
* xyz 0 1
C -0.945 0.152 0.335
C -1.287 1.645 0.405
C -1.060 2.183 -0.894
S -3.032 -2.276 -0.489
N -1.805 2.075 1.514
C 3.433 -1.298 0.324
O 3.990 -1.929 -0.811
O 2.415 -0.684 0.400
H -0.012 0.077 -0.272
H -1.722 -0.239 -0.362
H -0.959 -0.386 1.283
H -1.770 3.101 1.558
H -1.203 3.259 -1.001
H -0.590 1.571 -1.638
H -2.688 -3.436 -1.044
H 4.146 -1.480 1.159
H 3.092 -2.335 -0.469
*
```

Computed natural (NBO) charges, given in elementary charges: C -0.65; C 0.14; C -0.12; S -0.40; N -0.53; C 0.56; O -0.64; O -0.52; H 0.23; H 0.25; H 0.25; H 0.33; H 0.20; H 0.21; H 0.10; H 0.12; H 0.48


Q.
DFT (ωB97M-V/def2-TZVPD) results for 2 unconnected molecules or ions with the total composition C4H9NO2S.

Calculated values
M ... 135.19 g/mol

```
! wB97M-V def2-TZVPD RIJCOSX def2/J DEFGRID3
* xyz 0 1
O -0.549 -1.903 -0.865
C -0.078 -0.776 -0.627
N 0.401 -0.452 0.598
C -0.161 -1.099 1.831
O -1.134 -2.044 1.618
C -0.954 0.313 -1.426
C 0.513 0.096 -1.699
S 0.907 2.586 0.078
H 0.548 0.580 0.670
H -0.681 -0.316 2.387
H 0.689 -1.478 2.399
H -1.040 -2.336 0.667
H -1.412 1.076 -0.810
H -1.469 -0.020 -2.313
H 1.180 0.942 -1.638
H 0.864 -0.520 -2.518
H 0.414 3.229 1.152
*
```

Computed natural (NBO) charges, given in elementary charges: O -0.55; C 0.45; N -0.50; C 0.10; O -0.72; C -0.17; C -0.40; S -0.71; H 0.43; H 0.19; H 0.17; H 0.50; H 0.29; H 0.25; H 0.29; H 0.26; H 0.13


It comes down to Q, which is 2.305 eV more stable than the next structure.